Molecular formula: C18H21N3O3S2
Method: DFT, the ωB97M-V functional and the def2-TZVPD basis

Structure (XYZ):
```
47
Properties=species:S:1:pos:R:3:forces:R:3
C 3.6807 -1.6514 -2.8636 -0.4984 0.1960 -0.1596
S 2.2816 -1.0873 -3.8746 -0.0068 -0.1350 0.0548
C 0.9380 -1.2563 -2.6572 0.4682 0.2125 -0.2227
C 0.8846 -0.0711 -1.7049 -0.2665 -0.1722 0.0223
C -0.1530 -0.3056 -0.5885 0.1817 -0.0099 -0.1251
N 0.2721 -1.3566 0.3031 0.1129 0.2816 0.1296
C -0.2780 -2.5979 0.2681 0.1469 0.1963 -0.0640
O -1.0650 -2.9332 -0.5973 -0.2107 -0.1227 -0.0845
C 0.1787 -3.5193 1.3456 -0.0313 -0.3607 0.1729
C -0.6837 -4.5373 1.7389 0.0014 0.1428 -0.1240
C -0.3027 -5.4202 2.7316 -0.0220 -0.0233 0.0003
C 0.9420 -5.3019 3.3241 0.0419 0.0759 -0.0570
C 1.8259 -4.3035 2.9291 -0.0367 -0.0100 0.0738
C 3.1878 -4.2071 3.5474 0.0320 -0.0634 -0.0551
C 1.4326 -3.4148 1.9390 -0.1645 -0.0327 -0.0155
C -0.3037 0.9709 0.2232 -0.1219 -0.4254 -0.2565
O 0.1804 1.1090 1.3326 0.1442 -0.1978 0.0541
N -0.9849 1.9631 -0.3915 -0.1562 -0.0547 -0.3145
C -1.1659 3.1873 0.1958 -0.0136 0.3300 0.1580
S -0.5506 3.5513 1.7588 -0.2756 0.5752 -0.1158
C -1.2111 5.1461 1.6446 0.0398 -0.1720 -0.0490
C -1.8591 5.3719 0.4784 0.0650 -0.0074 0.1344
C -1.8454 4.2412 -0.3849 0.2672 -0.4541 0.2053
C -2.4295 4.0960 -1.7217 0.0046 0.1818 0.1381
N -3.0836 5.1659 -2.2191 -0.1691 0.2113 -0.1817
O -2.3341 3.0564 -2.3697 -0.0349 -0.2192 -0.2337
H 3.8455 -0.9676 -2.0359 0.1256 -0.0199 0.0980
H 4.5506 -1.6589 -3.5114 0.1129 -0.0174 -0.0030
H 3.4789 -2.6551 -2.4995 0.0937 -0.0789 0.0570
H 1.0886 -2.1942 -2.1249 -0.1243 -0.0366 0.0049
H 0.0177 -1.3260 -3.2348 -0.0522 -0.0885 0.0459
H 1.8612 0.0828 -1.2393 -0.0176 0.0721 0.0113
H 0.6290 0.8298 -2.2654 0.0621 0.0213 -0.0115
H -1.1096 -0.6003 -1.0373 0.0872 0.0951 0.1040
H 0.7481 -1.0331 1.1348 -0.1179 -0.0958 -0.0039
H -1.6461 -4.6166 1.2570 -0.0731 -0.0077 -0.0530
H -0.9758 -6.2048 3.0439 -0.0619 -0.0549 0.0260
H 1.2381 -5.9952 4.0985 0.0325 -0.0649 0.0869
H 3.1496 -4.4564 4.6054 0.0551 0.0103 0.0719
H 3.8668 -4.9093 3.0625 0.1018 -0.0071 0.0245
H 3.5983 -3.2065 3.4353 0.0670 0.0480 0.0302
H 2.1265 -2.6516 1.6150 0.0706 0.0824 -0.0263
H -1.4213 1.9042 -1.3232 0.1626 -0.1117 0.2552
H -1.0772 5.8287 2.4594 0.0164 0.1736 0.1697
H -2.3280 6.3110 0.2439 -0.0732 0.1880 -0.0053
H -3.1784 6.0239 -1.7089 0.0064 -0.0397 -0.0174
H -3.4938 5.0902 -3.1346 0.0283 -0.0107 0.0498
```
Forces are in eV/Å.

Calculated values
LUMO energy = 0.60 eV
Frontier orbital gap = 9.0 eV
Relative energy (zero: lowest compared OMol25 entry of this formula, charge and spin) = 0.6 kcal/mol
Strongest force on any atom = 0.013 Eh/bohr
Structure (SMILES) = CSCC[C@@H](NC(=O)c1cccc(C)c1)C(=O)Nc1sccc1C(N)=O
E_HOMO = -8.402 eV

=====

Molecular formula: C19H18ClN4OPdS
Method: DFT, the ωB97M-V functional and the def2-TZVPD basis

Structure (XYZ):
```
45
Properties=species:S:1:pos:R:3:forces:R:3
Pd -15.3462 3.4100 3.0704 -1.8944 -2.9236 2.4562
Cl -21.8351 3.9598 -0.2677 0.0797 -0.4194 0.0463
C -20.4439 3.4850 0.5756 -1.5002 -0.2708 -0.4546
C -20.4642 2.3163 1.3816 1.0209 0.3956 -0.2076
C -19.3615 2.1477 2.1908 -0.8930 0.0582 0.1205
C -18.1823 3.0023 2.0700 1.2279 -1.8896 1.6166
O -17.1799 2.5458 2.7726 -2.5622 1.0207 -1.5690
C -18.2281 4.2061 1.2687 -0.4684 -0.0954 0.1962
C -17.1728 5.1686 1.4002 0.2662 -0.3685 -0.4567
N -15.9511 4.8461 1.7345 0.4802 0.5555 -0.4859
C -14.9174 5.7475 1.7351 0.9892 -0.1294 0.5989
C -14.9682 7.0277 1.2086 0.5604 1.1241 -0.0611
C -13.8470 7.8563 1.1018 -0.0914 -1.7837 1.2082
C -12.6731 7.4463 1.8152 -0.0402 1.2523 -0.7109
C -12.5399 6.2154 2.4733 -1.0353 -1.8057 -1.2118
C -11.3462 5.6985 3.0403 -0.4273 1.2803 0.0472
C -11.3092 4.3950 3.4819 0.4551 -0.6541 0.5577
C -12.4054 3.5570 3.2357 0.2886 -0.2072 0.1750
N -13.5502 4.0499 2.7732 1.5952 0.9198 -1.2239
C -13.6422 5.3026 2.3144 0.8945 0.9729 0.6347
C -19.4071 4.4048 0.5142 1.8458 0.8253 0.9040
H -21.3220 1.6552 1.2626 0.2181 0.0827 0.6031
H -19.3454 1.4463 3.0458 0.1030 0.1282 -0.9571
H -17.3225 6.2145 1.2508 -0.8940 0.5287 -0.4833
H -15.9563 7.3566 1.0024 -0.3261 0.7631 -0.9344
H -13.8585 8.7876 0.5689 -0.1294 0.3337 0.0336
H -11.8550 8.1597 1.8526 0.0572 -0.0793 0.0070
H -10.5130 6.4093 3.1110 -0.1121 -0.5971 0.2287
H -10.4602 4.0165 4.0751 -0.2988 0.1414 -0.7958
H -12.4186 2.4583 3.3757 0.2906 0.9178 0.2841
H -19.5612 5.2848 -0.1062 0.2196 -0.0903 0.1247
C -16.2985 -0.2093 5.1097 -1.4463 0.3952 -0.8958
N -14.9004 -0.0270 5.3708 0.7509 2.4089 -0.0833
C -14.4283 1.2441 5.5138 2.3182 -3.0878 -0.0974
S -15.3753 2.6564 5.4064 -0.5932 0.5571 -0.4086
N -13.0857 1.3910 5.7319 -1.9909 1.2333 0.3482
C -12.2279 0.3091 6.1630 0.8031 -0.9556 -0.8977
H -16.5791 -1.2253 5.2987 -0.0842 -0.5388 0.1499
H -16.5827 0.0393 4.0621 0.3764 -0.2078 0.5105
H -16.9169 0.4372 5.7510 0.3733 -0.2517 0.0277
H -14.2511 -0.7886 5.1423 -0.2978 0.5269 0.4352
H -12.8679 2.3267 6.0833 0.1736 -0.5217 -0.1999
H -12.6459 -0.2889 6.9706 -0.1087 0.2219 0.2326
H -11.2698 0.7532 6.4590 -0.2898 -0.3533 -0.0523
H -12.0558 -0.3896 5.3042 0.0962 0.5869 0.6402
```
Forces are in eV/Å.

Calculated values
Multiplicity = 5
LUMO energy (spin up / spin down) = -10.53 / -12.95 eV
Frontier orbital gap (spin up / spin down) = 6.1 / 5.1 eV
Net charge = +3
<S²> = 6.059
Strongest force on any atom = 0.083 Eh/bohr
E_HOMO (spin up / spin down) = -16.664 / -18.037 eV

=====

| no. | E_tot (hartree) |
| --- | --- |
| 1 | -1884.9622 |
| 2 | -2014.2111 |